No. 1
Density functional theory data (ωB97M-V with the def2-TZVPD basis set) for a structure of composition C23H53N2O11S2.

The geometry in XYZ format:
```
91
Properties=species:S:1:pos:R:3
O 0.6054 1.5325 -0.8619
S -0.7856 1.8939 -0.7101
O -1.5768 0.6942 -0.8253
O -1.0922 2.4355 0.7741
N -1.1230 2.9742 -1.8375
S -2.3963 3.9404 -1.5285
O -2.7945 4.5465 -2.7706
O -2.0727 4.9232 -0.5207
C -3.7550 2.9518 -0.9201
C -4.2597 3.1203 0.3330
C -5.2869 2.2892 0.7100
N -5.8336 1.3433 -0.0251
C -5.3060 1.2272 -1.2380
C -4.2948 1.9857 -1.7396
H -0.4635 3.1660 0.9080
H -3.8565 3.8547 1.0134
H -5.6866 2.4253 1.7127
H -5.7117 0.4469 -1.8800
H -3.9080 1.8598 -2.7405
C 3.1905 4.5527 -3.2692
C 3.0708 4.7132 -1.7608
C 4.2762 4.1191 -1.0425
O 1.8824 4.0839 -1.3104
H 3.2330 3.4958 -3.5430
H 2.3169 4.9749 -3.7664
H 4.0862 5.0476 -3.6544
H 2.9823 5.7729 -1.5103
H 4.3540 3.0476 -1.2460
H 4.1713 4.2342 0.0375
H 5.2054 4.6015 -1.3569
H 1.9430 3.1425 -1.5237
C 1.0439 4.8728 -7.1231
C 2.3999 4.2756 -7.4689
C 2.4517 3.8259 -8.9224
O 2.6715 3.1704 -6.6118
H 0.2511 4.1319 -7.2564
H 1.0176 5.1837 -6.0787
H 0.8200 5.7378 -7.7506
H 3.1829 5.0134 -7.2860
H 1.7026 3.0521 -9.1122
H 3.4264 3.3936 -9.1544
H 2.2691 4.6602 -9.6024
H 1.9892 2.5065 -6.7559
C -2.0271 -0.8983 3.5759
C -3.3176 -0.5231 2.8655
C -3.7963 -1.6511 1.9637
O -3.1169 0.6539 2.0947
H -1.2345 -1.0902 2.8479
H -1.6886 -0.0781 4.2124
H -2.1581 -1.7893 4.1935
H -4.0886 -0.2906 3.6037
H -3.0541 -1.8645 1.1884
H -4.7181 -1.3673 1.4528
H -3.9786 -2.5643 2.5340
H -2.4383 0.4694 1.4300
C -2.1731 -5.6843 5.8557
C -3.4645 -5.3179 5.1390
C -3.9427 -6.4541 4.2467
O -3.2651 -4.1433 4.3581
H -1.3754 -5.8821 5.1345
H -1.8385 -4.8592 6.4852
H -2.3040 -6.5699 6.4808
H -4.2359 -5.0791 5.8727
H -3.2000 -6.6761 3.4754
H -4.8642 -6.1751 3.7342
H -4.1256 -7.3623 4.8245
H -2.5852 -4.3331 3.7017
C 1.6115 -0.9706 1.5456
C 1.9162 -0.8200 3.0240
C 3.0467 0.1720 3.2519
O 2.2710 -2.0944 3.5717
H 2.4866 -1.3490 1.0165
H 0.8073 -1.6933 1.3915
H 1.3154 -0.0224 1.0932
H 1.0255 -0.4855 3.5552
H 3.9633 -0.1713 2.7633
H 3.2652 0.2652 4.3175
H 2.7919 1.1578 2.8594
H 3.0560 -2.4001 3.1014
C 4.4949 -5.4894 -0.1195
C 3.6541 -4.9284 1.0177
C 2.2178 -5.4236 0.9425
O 3.6714 -3.5032 0.9743
H 4.0964 -5.1700 -1.0863
H 5.5191 -5.1193 -0.0563
H 4.5159 -6.5805 -0.0959
H 4.0919 -5.2187 1.9743
H 1.7478 -5.1013 0.0094
H 1.6282 -5.0060 1.7599
H 2.1710 -6.5130 0.9974
H 3.2858 -3.2255 0.1360
```

## Properties
Charge: -1
Kohn-Sham gap (eV): 8.223
LUMO energy (eV): 2.2

---

No. 2
Density functional theory data (ωB97M-V with the def2-TZVPD basis set) for a structure of composition C23H53NReS2Si5Te.

The geometry in XYZ format:
```
86
Properties=species:S:1:pos:R:3
Re 0.4686 -0.2111 -0.5345
C 5.6843 -4.1994 1.7633
Si 4.5154 -4.0529 0.3121
C 5.4180 -4.4615 -1.2719
C 3.1062 -5.2448 0.5455
C 4.0304 -2.2286 0.1784
C 5.0717 -1.3084 0.0980
C 4.8457 0.0549 -0.0798
C 3.5433 0.4817 -0.1883
N 2.5198 -0.3731 -0.0829
C 2.7373 -1.6929 0.1109
S 1.2059 -2.5323 0.1383
H 6.0923 -5.2106 1.8221
H 5.1642 -3.9913 2.7004
H 6.5240 -3.5064 1.6876
H 5.7477 -5.5028 -1.2679
H 6.2994 -3.8329 -1.4117
H 4.7651 -4.3179 -2.1351
H 3.5298 -6.2410 0.6989
H 2.4547 -5.2772 -0.3280
H 2.4920 -4.9936 1.4102
H 6.0969 -1.6582 0.1623
H 5.6581 0.7632 -0.1495
H 3.2807 1.5141 -0.3714
S -1.6744 -0.4546 -1.7123
C 2.2760 3.2312 1.8011
Si 0.5952 2.4571 1.4757
C 0.4541 1.0132 2.6806
C -0.6747 3.7405 1.9940
C 0.2135 1.9112 -0.2648
Si 0.6737 2.9087 -1.7723
C 2.1698 4.0357 -1.5864
C 1.0101 1.8321 -3.2801
C -0.7645 4.0308 -2.2115
H 2.3317 3.4564 2.8697
H 2.4096 4.1677 1.2603
H 3.1197 2.5810 1.5669
H 0.3786 1.3646 3.7130
H 1.3226 0.3516 2.6184
H -0.4316 0.4058 2.4731
H -0.4728 4.1035 3.0047
H -1.6869 3.3287 1.9797
H -0.6604 4.5999 1.3192
H -0.8880 2.0025 -0.2779
H 3.0824 3.5346 -1.2593
H 1.9703 4.8501 -0.8885
H 2.3770 4.4824 -2.5622
H 1.7394 1.0456 -3.0651
H 1.3957 2.4248 -4.1136
H 0.0918 1.3407 -3.6118
H -0.9757 4.7328 -1.4011
H -1.6708 3.4493 -2.3944
H -0.5491 4.6118 -3.1117
C -4.9903 -1.5966 3.0636
Si -5.2496 -0.5220 1.5559
C -4.5583 1.1920 1.8244
C -7.0709 -0.4191 1.1562
C -4.3422 -1.3242 0.1184
Te -2.1770 -1.3073 0.4058
C -2.0547 -3.4189 0.1893
Si -2.2996 -4.2350 -1.5095
C -0.7983 -4.0422 -2.5866
C -3.7984 -3.5847 -2.4102
C -2.5728 -6.0419 -1.1062
H -5.4913 -1.1802 3.9395
H -3.9328 -1.7093 3.3153
H -5.4029 -2.5931 2.8866
H -5.0677 1.7070 2.6409
H -4.6853 1.7925 0.9202
H -3.4917 1.1738 2.0649
H -7.6407 -0.0200 1.9976
H -7.4696 -1.4082 0.9213
H -7.2491 0.2270 0.2948
H -4.5231 -0.7941 -0.8184
H -4.6391 -2.3666 -0.0104
H -2.8341 -3.7534 0.8814
H -1.0930 -3.7195 0.6072
H -0.6754 -3.0028 -2.8949
H -0.9177 -4.6591 -3.4809
H 0.1153 -4.3461 -2.0755
H -3.7344 -2.5088 -2.5786
H -4.7343 -3.8040 -1.8932
H -3.8393 -4.0718 -3.3878
H -1.7470 -6.4530 -0.5220
H -2.6551 -6.6289 -2.0235
H -3.4933 -6.1839 -0.5360
```

## Properties
Expectation value of S²: 3.802
Kohn-Sham gap (alpha / beta) (eV): 7.165 / 6.102
LUMO energy (alpha / beta) (eV): 0.2 / 0.0
2S+1: 4

---

No. 3
Density functional theory data (ωB97M-V with the def2-TZVPD basis set) for a cluster of 5 separate species, C23H54F4N7O5 in total.

The geometry in XYZ format:
```
93
Properties=species:S:1:pos:R:3
N 1.2741 -2.0260 -0.9188
C 2.1768 -3.0360 -0.9532
N 3.1272 -3.0558 0.0386
C 2.5617 -3.3016 1.3937
C 1.6360 -4.5405 1.5089
C 2.3082 -5.8726 1.1996
F 1.5079 -6.9813 1.3058
C 3.6397 -6.0933 0.8458
F 4.0989 -5.9859 -0.4112
F 4.5409 -6.3715 1.7837
N 2.2779 -4.0180 -1.9207
C 1.0443 -4.2784 -2.6820
C 0.2760 -5.5522 -2.2390
O -0.0236 -6.3336 -3.0238
F -0.1068 -5.7606 -0.9521
H 0.3829 -2.1639 -0.4537
H 1.4800 -1.1161 -1.3475
H 3.8840 -3.6974 -0.2042
H 3.3730 -3.2832 2.1509
H 1.9347 -2.4128 1.6361
H 1.2886 -4.5986 2.5696
H 0.7120 -4.4006 0.8991
H 3.1049 -3.9311 -2.5120
H 1.3461 -4.4809 -3.7303
H 0.3266 -3.4349 -2.7316
C 2.0695 -12.3189 0.6357
C 2.5030 -10.8719 0.8504
C 3.9120 -10.7318 1.4546
O 3.9896 -11.0078 2.8422
C 4.0541 -12.3867 3.1701
N 1.4929 -10.1895 1.6664
H 1.7636 -12.8050 1.5624
H 1.2140 -12.3594 -0.0401
H 2.8737 -12.9084 0.1893
H 2.5248 -10.3928 -0.1345
H 4.2182 -9.6848 1.3506
H 4.6478 -11.3281 0.9004
H 4.6148 -12.9597 2.4270
H 3.0497 -12.7974 3.2882
H 4.5613 -12.4757 4.1316
H 1.7289 -9.2019 1.7201
H 1.6060 -10.5164 2.6244
C 2.4174 2.8490 -0.7689
C 3.0928 1.8344 -1.6846
C 3.9258 2.4719 -2.8076
O 3.1591 2.9981 -3.8746
C 2.6075 4.2868 -3.6330
N 2.0706 0.9236 -2.2245
H 1.5345 3.3009 -1.2232
H 2.0860 2.3659 0.1526
H 3.1071 3.6490 -0.4937
H 3.7788 1.2479 -1.0644
H 4.5452 1.6869 -3.2538
H 4.6163 3.2272 -2.4150
H 3.2700 4.9091 -3.0264
H 1.6277 4.2005 -3.1592
H 2.4644 4.7719 -4.5989
H 2.5400 0.1886 -2.7523
H 1.5518 1.4349 -2.9370
C -2.7984 6.4690 1.0423
C -1.2767 6.3746 0.9894
C -0.7006 6.4826 -0.4331
O -0.8487 5.3087 -1.2192
C -2.1284 5.1534 -1.8121
N -0.8533 5.1352 1.6523
H -3.2873 5.5450 0.7319
H -3.1285 6.6731 2.0623
H -3.1645 7.2793 0.4072
H -0.8814 7.2186 1.5632
H 0.3792 6.6390 -0.3457
H -1.0996 7.3555 -0.9638
H -2.5670 6.1118 -2.1002
H -2.7978 4.6164 -1.1374
H -2.0072 4.5433 -2.7091
H 0.1625 5.1245 1.7107
H -1.0666 4.3654 1.0206
C -8.1657 9.6835 2.1552
C -6.6437 9.5888 2.1009
C -6.0690 9.6941 0.6759
O -6.2190 8.5176 -0.1069
C -7.5005 8.3620 -0.6934
N -6.2203 8.3518 2.7648
H -8.6532 8.7581 1.8466
H -8.4941 9.8890 3.1751
H -8.5324 10.4922 1.5188
H -6.2484 10.4341 2.6731
H -4.9891 9.8509 0.7603
H -6.4696 10.5661 0.1442
H -7.9398 9.3205 -0.9819
H -8.1674 7.8267 -0.0148
H -7.3835 7.7500 -1.5893
H -5.2045 8.3429 2.8207
H -6.4338 7.5826 2.1322
```

## Properties
Charge: +1
Kohn-Sham gap (eV): 5.209
LUMO energy (eV): -5.1

---

No. 4
Density functional theory data (ωB97M-V with the def2-TZVPD basis set) for a cluster of 8 separate species, C23H54N7O8 in total.

The geometry in XYZ format:
```
92
Properties=species:S:1:pos:R:3
C -1.0449 -0.0125 -0.7515
C 0.0697 -0.0090 0.3612
O 0.5725 -1.2068 0.6769
H -1.8291 -0.7407 -0.5007
H -0.7347 -0.2714 -1.7700
H -1.5706 0.9564 -0.7604
H -0.4753 0.5117 1.1920
H 0.6792 0.8517 -0.0295
C -0.1489 5.2179 4.1625
O 0.7745 4.8367 4.8506
N -0.3546 4.8577 2.8725
C -1.3554 5.5368 2.0520
C 0.4236 3.8870 2.1371
H -0.9627 5.8739 4.5181
H -2.1430 5.9338 2.7010
H -1.8886 4.9057 1.3474
H -0.8579 6.4124 1.6290
H 0.0013 2.8769 2.1030
H 0.6977 4.2556 1.1525
H 1.3263 3.6603 2.7129
C -2.9197 -4.4410 0.2136
O -1.9958 -4.0529 -0.4508
N -4.1977 -3.9432 0.1080
C -5.2206 -4.4523 1.0413
C -4.5232 -2.9456 -0.8715
H -2.7926 -5.2377 0.9599
H -5.8573 -3.6114 1.3235
H -4.8019 -5.0489 1.8385
H -5.8877 -5.0189 0.3753
H -5.1635 -2.1278 -0.5329
H -3.5996 -2.4684 -1.1962
H -5.0153 -3.3995 -1.7375
C 2.1428 2.5682 -3.9038
O 3.2937 2.5765 -3.5028
N 1.3602 1.4860 -3.9772
C 0.0018 1.4768 -4.4756
C 1.8554 0.1531 -3.6354
H 1.6504 3.4979 -4.2344
H -0.1669 0.5454 -5.0203
H -0.1341 2.2127 -5.2739
H -0.7712 1.5952 -3.7175
H 2.1439 -0.3360 -4.5711
H 2.7830 0.1230 -3.0750
H 1.0656 -0.3703 -3.1013
C 3.1386 -1.5469 4.2523
O 2.8154 -2.3712 3.4255
N 2.9291 -0.2257 4.1513
C 3.4702 0.6775 5.1637
C 2.3182 0.3877 2.9782
H 3.7113 -1.7892 5.1672
H 3.2875 0.2902 6.1664
H 2.8658 1.5852 5.1492
H 4.5109 0.9073 4.9313
H 2.6895 0.0466 2.0132
H 1.2888 0.0198 2.9138
H 2.2822 1.4724 2.9132
C 1.1365 -4.1392 -2.7903
O 0.6498 -4.4870 -1.7428
N 0.4853 -3.4053 -3.7236
C 1.1827 -3.0766 -4.9536
C -0.8504 -2.8942 -3.5459
H 2.1878 -4.3786 -3.0195
H 0.9804 -2.0639 -5.3054
H 0.7404 -3.7379 -5.7137
H 2.2514 -3.2646 -4.9241
H -1.5717 -3.2202 -4.3032
H -1.2412 -3.0382 -2.5422
H -0.7960 -1.8166 -3.7500
C 4.5783 -2.7766 -1.1539
O 4.0467 -3.3770 -0.2501
N 4.5014 -1.4432 -1.3726
C 5.1977 -0.8219 -2.4898
C 3.7315 -0.5281 -0.5505
H 5.3105 -3.2847 -1.8089
H 4.6216 -0.5976 -3.3899
H 6.0989 -1.4215 -2.6068
H 5.3987 0.1802 -2.0952
H 3.0166 0.0558 -1.1287
H 3.2745 -0.9308 0.3474
H 4.4872 0.2233 -0.2686
C -5.2419 3.2750 2.9980
O -5.0917 4.1721 3.8009
N -4.3518 2.2815 2.7521
C -4.3264 1.5936 1.4550
C -3.0338 2.2258 3.3584
H -6.1273 3.1464 2.3460
H -5.2934 1.7175 0.9602
H -4.0994 0.5348 1.5351
H -3.6197 2.1110 0.8040
H -2.9074 1.2116 3.7361
H -2.2168 2.4962 2.6839
H -2.8455 2.9098 4.1871
```

## Properties
Charge: -1
Kohn-Sham gap (eV): 5.226
LUMO energy (eV): 2.3

---

No. 5
Density functional theory data (ωB97M-V with the def2-TZVPD basis set) for a structure of composition C23H55CaCuN3O7.

The geometry in XYZ format:
```
90
Properties=species:S:1:pos:R:3
Cu 0.4959 4.5781 2.6579
Ca 4.4474 5.6258 -2.1202
C 1.3050 1.1570 -1.8331
O 1.9053 2.1339 -1.0380
H 0.3804 0.8200 -1.3643
H 1.1067 1.5855 -2.8155
H 1.9705 0.3118 -2.0083
C 0.3084 7.5725 -5.3348
O 0.9902 7.8257 -4.1515
H -0.4322 8.2840 -5.6998
H 0.8859 7.5225 -6.2578
H -0.1760 6.6002 -5.2450
C -5.2447 -3.9277 -4.3454
C -6.0465 -5.0463 -3.5858
C -6.2709 -4.3565 -2.1789
C -7.4323 -4.8644 -1.2382
C -8.6909 -4.9656 -2.0864
C -8.5345 -5.7343 -3.5031
N -7.3459 -5.2655 -4.2812
O -7.2531 -5.6856 -5.5707
C -8.5242 -7.3089 -3.2706
C -9.7777 -5.3013 -4.2482
C -5.2704 -6.3118 -3.3603
H -4.7353 -4.3224 -5.2246
H -4.4502 -3.5182 -3.7216
H -5.6991 -2.9752 -4.6180
H -5.3786 -4.3323 -1.5535
H -6.6564 -3.3647 -2.4153
H -7.6205 -4.1711 -0.4185
H -7.2312 -5.8856 -0.9145
H -9.1030 -3.9725 -2.2650
H -9.3138 -5.4571 -1.3391
H -9.3765 -7.5465 -2.6340
H -8.4960 -7.9870 -4.1236
H -7.6542 -7.7835 -2.8169
H -9.9767 -4.2312 -4.1909
H -9.7343 -5.4659 -5.3248
H -10.6264 -5.8048 -3.7853
H -5.6189 -6.8309 -2.4675
H -4.2303 -6.2184 -3.0481
H -5.3149 -7.1074 -4.1040
H -7.5777 -4.9699 -6.1222
C -1.8793 1.8647 4.4209
O -0.5168 2.0217 4.8516
C -0.1234 1.6563 6.2206
C 1.3397 1.7530 6.3881
N 1.8971 3.0491 6.4708
C 1.3556 4.0405 7.3974
C 2.1208 3.8998 8.7678
O 3.2347 4.7537 8.9119
C 3.5300 5.2500 10.3064
H -2.2929 0.8574 4.3711
H -1.9138 2.2825 3.4147
H -2.6710 2.4670 4.8663
H -0.4863 0.6418 6.3852
H -0.7548 2.2389 6.8915
H 1.8299 1.0833 5.6815
H 1.4318 1.2343 7.3423
H 2.8995 3.1152 6.5760
H 0.2756 3.9103 7.4664
H 1.3777 5.0628 7.0199
H 2.3260 2.8568 9.0090
H 1.3263 4.2067 9.4481
H 3.2850 4.4059 10.9511
H 2.8889 6.0363 10.7049
H 4.5804 5.5380 10.2639
C 5.3206 2.4012 -4.9666
O 6.0433 2.4393 -3.7133
C 6.9137 1.3558 -3.6137
C 8.0113 1.6777 -2.5543
N 7.3271 2.2195 -1.4008
C 8.2537 2.3574 -0.2259
C 9.2377 1.2077 -0.0181
O 8.5633 -0.0915 -0.0674
C 8.1115 -0.5088 1.2559
H 5.2428 1.3722 -5.3176
H 5.8807 2.8924 -5.7623
H 4.3394 2.8653 -4.8662
H 7.3708 1.0479 -4.5541
H 6.3538 0.4743 -3.3014
H 8.7188 2.2960 -3.1069
H 8.4674 0.7166 -2.3169
H 6.6932 1.4771 -1.1418
H 7.5864 2.4325 0.6327
H 8.7560 3.3245 -0.2494
H 9.7298 1.2904 0.9510
H 10.1519 1.1701 -0.6104
H 8.8877 -0.5356 2.0206
H 7.7156 -1.5240 1.2293
H 7.2600 0.1110 1.5369
```

## Properties
Charge: +1
Kohn-Sham gap (eV): 2.998
LUMO energy (eV): -5.8

---

Calculated strongest force on any atom, 3.07 0.62 3.29 2.88 4.21 eV/A (same order as the records).